[1]
Here is a molecular structure, C30H39AuBIN7O3S from the Open Molecules 2025 dataset. Energies are from ωB97M-V/def2-TZVPD.

Structure (ORCA input):
```
! wB97M-V def2-TZVPD RIJCOSX def2/J DEFGRID3
* xyz 1 1
Au 0.12 0.01 -0.83
C -1.01 3.42 2.33
C -1.08 1.89 2.37
C -1.64 1.40 3.70
C 0.28 1.30 2.17
C 1.41 1.40 3.00
C 2.40 0.66 2.40
N 1.90 0.15 1.27
N 0.58 0.51 1.14
B 3.04 -0.38 -0.98
N 2.25 -1.14 -2.13
C 2.75 -1.92 -3.11
C 1.76 -2.22 -4.01
C 0.60 -1.58 -3.54
N 0.93 -0.94 -2.42
C -0.76 -1.62 -4.16
C -1.49 -2.89 -3.74
C -1.59 -0.36 -3.89
N 2.67 1.13 -1.18
C 3.43 2.19 -1.47
C 2.60 3.25 -1.79
C 1.29 2.76 -1.70
N 1.38 1.48 -1.32
C 0.02 3.50 -2.03
C -1.24 2.78 -1.56
C 0.08 4.93 -1.49
H -2.01 3.84 2.41
H -0.56 3.79 1.41
H -0.42 3.80 3.17
H -1.72 1.54 1.56
H -1.02 1.75 4.53
H -1.69 0.31 3.74
H -2.64 1.80 3.85
H 1.48 1.94 3.93
H 3.41 0.43 2.70
H 4.96 -0.14 -2.08
H 3.79 -2.21 -3.09
H 1.84 -2.81 -4.90
H -0.58 -1.67 -5.24
H -1.68 -2.89 -2.66
H -0.91 -3.78 -4.00
H -2.46 -2.95 -4.24
H -1.92 -0.30 -2.85
H -2.49 -0.38 -4.50
H -1.04 0.55 -4.14
H 4.50 2.14 -1.43
H 2.90 4.24 -2.07
H -0.01 3.55 -3.12
H -1.22 2.57 -0.49
H -1.42 1.84 -2.09
H -2.11 3.41 -1.75
H 0.13 4.93 -0.40
H -0.82 5.47 -1.78
H 0.93 5.48 -1.87
I 1.16 -2.65 2.39
C 2.59 -2.08 0.96
C 3.50 -3.00 0.61
C 4.68 -2.93 -0.25
C 5.17 -1.93 -0.98
C 4.62 -0.55 -1.12
N 2.46 -0.79 0.42
H 3.35 -3.97 1.06
H 5.24 -3.86 -0.27
H 6.09 -2.14 -1.52
H 5.08 0.09 -0.36
C -4.37 -2.40 5.38
C -3.88 -2.06 4.00
C -4.31 -0.92 3.34
C -3.87 -0.61 2.06
C -2.98 -1.48 1.43
C -2.55 -2.64 2.06
C -3.00 -2.92 3.34
S -2.56 -1.17 -0.24
O -3.30 -2.09 -1.05
O -2.69 0.26 -0.49
O -1.05 -1.53 -0.37
H -4.99 -1.60 5.78
H -3.53 -2.56 6.06
H -4.96 -3.31 5.37
H -5.01 -0.25 3.83
H -4.21 0.28 1.55
H -1.89 -3.32 1.54
H -2.67 -3.82 3.83
*
```

## Properties
**Frontier orbital gap**: 0.21955 hartree
**LUMO energy**: -4.59 eV

=====

[2]
Here is a molecular structure, C30H39AuBrFN2Si at a distorted geometry from the Open Molecules 2025 dataset. Energies are from ωB97M-V/def2-TZVPD.

Structure (ORCA input):
```
! wB97M-V def2-TZVPD RIJCOSX def2/J DEFGRID3
* xyz 0 1
Au -0.67 -0.25 0.78
N -2.30 -5.54 5.90
C -2.14 -4.72 5.11
C -1.92 -3.68 4.14
C -1.67 -2.37 4.56
C -1.40 -1.39 3.62
C -1.36 -1.67 2.25
C -1.65 -2.98 1.85
C -1.92 -3.98 2.78
H -1.68 -2.14 5.61
H -1.20 -0.38 3.97
H -1.65 -3.25 0.80
H -2.12 -4.99 2.46
F 1.68 3.91 4.58
C 1.18 2.99 3.74
C -0.19 2.82 3.67
C -0.69 1.87 2.79
C 0.18 1.13 2.01
C 1.54 1.31 2.09
C 2.06 2.25 2.97
H -0.84 3.42 4.28
H -1.76 1.72 2.73
H 2.22 0.73 1.47
H 3.13 2.41 3.06
C -1.27 3.40 -0.35
C -0.33 2.76 -1.39
C -0.64 3.41 -2.76
C 1.10 3.15 -0.98
Si -0.53 0.83 -1.45
C 0.99 0.01 -2.33
C 1.39 0.75 -3.62
C 0.69 -1.45 -2.70
C 2.20 -0.01 -1.38
C -2.21 0.29 -2.22
C -2.23 0.43 -3.75
C -3.36 1.14 -1.65
C -2.52 -1.17 -1.85
H -1.15 4.49 -0.39
H -1.01 3.07 0.65
H -2.31 3.17 -0.53
H -0.38 4.48 -2.72
H -1.70 3.35 -2.99
H -0.08 2.97 -3.58
H 1.17 4.24 -0.90
H 1.85 2.83 -1.71
H 1.36 2.72 -0.01
H 0.56 0.82 -4.33
H 2.20 0.20 -4.13
H 1.76 1.75 -3.43
H -0.11 -1.52 -3.44
H 0.40 -2.03 -1.82
H 1.58 -1.91 -3.14
H 2.54 0.99 -1.11
H 3.04 -0.53 -1.86
H 1.96 -0.55 -0.46
H -1.99 1.45 -4.07
H -3.23 0.19 -4.12
H -1.53 -0.25 -4.23
H -3.32 2.17 -2.01
H -3.35 1.16 -0.55
H -4.32 0.72 -1.96
H -1.80 -1.87 -2.26
H -3.51 -1.45 -2.24
H -2.55 -1.31 -0.75
Br 5.12 -1.01 2.20
C 3.81 -2.06 1.33
C 4.14 -2.85 0.25
C 3.14 -3.57 -0.38
C 1.84 -3.43 0.09
N 1.52 -2.67 1.14
C 2.49 -2.02 1.76
H 5.17 -2.90 -0.10
H 3.36 -4.22 -1.21
H 1.02 -3.95 -0.39
H 2.20 -1.44 2.63
*
```

## Properties
**Frontier orbital gap (alpha / beta)**: 0.22940 / 0.22939 hartree
**LUMO energy (alpha / beta)**: -1.56 / -1.57 eV

=====

[3]
Here is 3 unconnected molecules or ions with the total composition C30H39BBrN3O7 at a distorted geometry from the Open Molecules 2025 dataset. Energies are from ωB97M-V/def2-TZVPD.

Structure (ORCA input):
```
! wB97M-V def2-TZVPD RIJCOSX def2/J DEFGRID3
* xyz 0 1
C -1.93 5.26 5.09
C -2.18 4.07 5.29
C -2.81 2.64 5.44
C -3.30 2.06 4.02
C -2.63 0.64 3.80
C -2.57 0.16 2.30
C -1.25 -0.11 1.63
C 0.14 0.09 2.35
Br 0.37 -1.21 3.87
C 0.31 1.62 2.86
C -0.39 2.64 1.86
C -1.33 -0.61 0.17
B -0.02 -0.98 -0.71
O 0.62 0.14 -1.33
N 0.53 -2.34 -0.85
C 1.88 -2.47 -0.22
C -0.34 -3.37 -0.20
C -2.64 -0.79 -0.54
C -3.98 -0.50 0.15
N -5.14 -0.72 -0.62
C -6.23 -0.40 0.16
C -6.23 0.07 1.59
C -7.58 0.40 2.33
C -7.93 -0.28 3.61
C -9.21 0.11 4.28
C -10.17 1.14 3.76
C -9.80 1.82 2.47
C -8.52 1.45 1.77
N -5.07 0.23 2.31
C -3.91 -0.04 1.57
H -1.52 6.16 4.56
H -2.07 1.95 5.95
H -3.69 2.75 6.16
H -3.18 2.79 3.17
H -4.42 1.89 4.13
H -3.26 -0.15 4.34
H -1.63 0.64 4.32
H 1.03 -0.09 1.68
H 1.44 1.83 2.78
H 0.05 1.76 3.94
H 0.05 3.68 2.02
H -1.49 2.64 2.08
H -0.27 2.32 0.77
H 1.30 -0.23 -1.94
H 1.80 -2.76 0.88
H 2.45 -3.31 -0.73
H 2.47 -1.51 -0.37
H -0.37 -3.19 0.93
H 0.13 -4.39 -0.32
H -1.37 -3.34 -0.65
H -2.65 -1.17 -1.60
H -7.24 -0.53 -0.33
H -7.20 -1.04 4.01
H -9.48 -0.38 5.26
H -11.11 1.39 4.32
H -10.47 2.61 2.04
H -8.29 1.99 0.80
C 7.38 -3.45 -3.68
O 6.13 -3.47 -4.36
C 5.15 -2.79 -3.75
O 5.25 -2.19 -2.70
O 4.04 -2.89 -4.50
C 2.91 -2.21 -3.96
H 8.10 -4.02 -4.26
H 7.76 -2.42 -3.59
H 7.29 -3.91 -2.69
H 3.11 -1.14 -3.88
H 2.64 -2.62 -2.98
H 2.08 -2.35 -4.64
C 7.12 -0.30 -6.55
O 7.85 0.92 -6.57
C 9.04 0.87 -5.95
O 9.51 -0.11 -5.42
O 9.61 2.08 -6.04
C 10.89 2.16 -5.42
H 6.18 -0.14 -7.08
H 7.68 -1.08 -7.08
H 6.90 -0.61 -5.53
H 11.60 1.48 -5.90
H 10.82 1.95 -4.35
H 11.26 3.18 -5.55
*
```

## Properties
**Frontier orbital gap**: 0.28255 hartree
**LUMO energy**: -0.78 eV

=====

[4]
Here is a molecular structure, C30H39ClEuN7SbSe4 at a distorted geometry from the Open Molecules 2025 dataset. Energies are from ωB97M-V/def2-TZVPD.

Structure (ORCA input):
```
! wB97M-V def2-TZVPD RIJCOSX def2/J DEFGRID3
* xyz -2 8
Eu 9.96 -12.68 6.20
C 11.68 -10.27 6.13
C 11.03 -10.36 4.88
C 9.66 -9.98 5.15
C 9.55 -9.83 6.54
C 10.80 -9.90 7.15
H 12.69 -10.70 6.25
H 11.39 -10.62 3.89
H 8.91 -10.05 4.32
H 8.70 -9.45 7.07
H 11.01 -9.86 8.19
C 6.73 -14.92 3.48
N 6.35 -13.62 3.95
C 6.92 -12.43 3.35
C 5.93 -13.44 5.23
N 6.44 -12.56 5.99
C 5.96 -12.15 7.21
C 4.78 -11.45 7.31
C 4.37 -10.75 8.44
C 5.27 -10.57 9.42
C 6.54 -11.31 9.41
C 7.66 -10.99 10.33
C 8.85 -11.59 10.22
C 8.97 -12.63 9.30
C 7.93 -13.04 8.41
N 8.14 -14.23 7.67
C 8.50 -15.32 8.28
N 8.76 -16.42 7.62
C 8.72 -16.45 6.15
C 9.05 -17.74 8.14
N 8.58 -15.32 9.64
C 9.78 -15.81 10.30
C 7.44 -15.01 10.46
C 6.84 -12.19 8.36
N 4.98 -14.42 5.66
C 4.86 -14.79 7.03
C 3.87 -14.85 4.77
H 7.83 -14.96 3.71
H 6.56 -15.17 2.42
H 6.22 -15.73 3.95
H 7.91 -12.59 2.89
H 6.96 -11.57 4.04
H 6.20 -12.12 2.54
H 4.23 -11.44 6.33
H 3.39 -10.16 8.42
H 5.03 -9.91 10.29
H 7.72 -10.18 11.05
H 9.72 -11.22 10.94
H 9.91 -13.19 9.29
H 9.53 -17.09 5.80
H 8.97 -15.46 5.90
H 7.68 -16.70 5.86
H 8.44 -18.50 7.65
H 8.96 -17.82 9.17
H 10.04 -18.03 7.78
H 10.68 -15.92 9.60
H 9.73 -16.78 10.80
H 9.99 -15.13 11.10
H 6.61 -14.69 9.85
H 7.66 -14.37 11.29
H 7.13 -15.97 10.89
H 5.77 -14.61 7.53
H 4.59 -15.89 7.15
H 4.04 -14.29 7.60
H 4.04 -14.23 3.85
H 2.92 -14.62 5.29
H 3.95 -15.90 4.53
Se 14.53 -15.05 4.61
Sb 12.37 -15.65 5.52
Se 11.74 -14.56 7.62
Se 10.69 -14.44 3.81
Se 12.09 -18.10 5.51
Cl 9.42 -15.69 0.33
C 8.59 -16.92 1.23
C 7.33 -17.33 0.89
C 6.80 -18.41 1.61
C 7.49 -18.84 2.69
N 8.73 -18.48 3.05
C 9.22 -17.48 2.33
H 6.91 -16.97 0.00
H 5.80 -18.85 1.47
H 7.02 -19.60 3.32
H 10.20 -17.08 2.57
*
```

## Properties
**Frontier orbital gap (alpha / beta)**: 0.18223 / 0.18250 hartree
**<S²>**: 15.761
**LUMO energy (alpha / beta)**: 3.78 / 3.78 eV

=====

The calculation returns the following electronic energy values, one per record and in order: -71614.689 -119051.025 -121259.108 -341949.576 eV.